Entry 1
Molecular formula: C15H23NO
Method: DFT, the ωB97M-V functional and the def2-TZVPD basis

Structure (XYZ):
```
40
Properties=species:S:1:pos:R:3
C 5.070 0.544 -0.998
H 4.822 0.018 -1.917
H 5.758 1.353 -1.236
H 5.575 -0.150 -0.331
C 3.803 1.102 -0.346
C 2.804 0.001 -0.088
C 3.104 -1.062 0.759
C 2.173 -2.057 0.980
C 0.928 -2.021 0.374
C 0.614 -0.966 -0.474
C 1.561 0.035 -0.693
H 1.294 0.843 -1.357
O -0.558 -0.812 -1.154
C -1.636 -1.688 -0.902
C -2.332 -1.437 0.456
N -3.228 -0.315 0.532
C -2.650 0.999 0.293
C -3.858 1.930 0.102
H -3.765 2.488 -0.829
H -3.945 2.647 0.916
C -5.072 0.990 0.059
H -5.559 0.960 1.033
H -5.806 1.286 -0.689
C -4.451 -0.372 -0.238
H -5.068 -1.206 0.102
H -4.280 -0.481 -1.323
H -2.034 1.277 1.152
H -2.014 1.013 -0.603
H -2.907 -2.332 0.714
H -1.562 -1.288 1.219
H -1.309 -2.733 -0.965
H -2.337 -1.503 -1.720
H 0.224 -2.815 0.570
H 2.412 -2.880 1.637
H 4.065 -1.115 1.247
C 4.140 1.843 0.949
H 4.622 1.177 1.661
H 3.235 2.236 1.406
H 4.814 2.672 0.744
H 3.350 1.818 -1.040
```

Its SMILES is CC(C)c1cccc(OCCN2CCCC2)c1. The value obtained for the HOMO energy is -8.0 eV. For the LUMO energy, the calculation gives 0.928 eV. The value obtained for the gap between HOMO and LUMO is 8.924 eV.

---

Entry 2
Molecular formula: C15H23NO
Method: DFT, the ωB97M-V functional and the def2-TZVPD basis

Structure (XYZ):
```
40
Properties=species:S:1:pos:R:3
C -2.765 0.729 4.049
H -3.822 0.639 4.292
H -2.196 0.164 4.785
H -2.484 1.776 4.128
C -2.491 0.194 2.644
C -2.932 -1.263 2.545
H -2.830 -1.635 1.529
H -3.975 -1.361 2.840
H -2.330 -1.886 3.202
C -1.005 0.358 2.309
H -0.410 -0.282 2.963
C -0.678 0.026 0.852
N 0.701 0.323 0.540
C 1.584 -0.621 0.149
O 1.293 -1.795 0.054
C 2.992 -0.108 -0.124
C 3.510 -0.646 -1.460
H 4.602 -0.624 -1.468
H 3.189 -1.685 -1.548
C 2.994 0.165 -2.654
C 1.493 0.227 -2.694
C 0.747 -0.915 -2.959
C -0.634 -0.869 -2.970
C -1.293 0.325 -2.727
C -0.561 1.471 -2.471
C 0.822 1.419 -2.453
H 1.388 2.320 -2.255
H -1.067 2.408 -2.286
H -2.373 0.361 -2.738
H -1.200 -1.767 -3.170
H 1.254 -1.849 -3.150
H 3.400 1.179 -2.602
H 3.363 -0.297 -3.573
H 3.624 -0.487 0.682
H 3.025 0.982 -0.107
H 0.984 1.289 0.579
H -0.805 -1.039 0.654
H -1.332 0.593 0.181
H -0.713 1.395 2.501
H -3.073 0.786 1.928
```

Its SMILES is CC(C)CCNC(=O)CCCc1ccccc1. The value obtained for the HOMO energy is -8.9 eV. For the LUMO energy, the calculation gives 0.794 eV. The value obtained for the gap between HOMO and LUMO is 9.714 eV.

---

Of them, the most stable is entry 2 and the least stable is entry 1.

---

Entry 1
Molecular formula: C2H12N4
Method: DFT, the ωB97M-V functional and the def2-TZVPD basis

Structure (XYZ):
```
18
Properties=species:S:1:pos:R:3
N -2.254 -1.173 -0.817
C -1.260 -2.121 -1.335
N -0.590 -2.803 -0.243
H -3.078 -1.737 -0.691
H -2.565 -0.448 -1.457
H -1.792 -2.819 -1.992
H -0.445 -1.747 -1.947
H -1.234 -2.851 0.534
H 0.267 -2.357 0.035
N 1.440 3.284 0.952
C 1.752 1.865 0.736
N 0.721 0.989 1.173
H 1.149 3.715 0.081
H 2.323 3.739 1.154
H 1.934 1.684 -0.310
H 2.674 1.615 1.274
H 0.399 0.183 0.686
H 0.560 0.981 2.167
```

Its SMILES is NCN.NCN. The value obtained for the HOMO energy is -8.7 eV. For the LUMO energy, the calculation gives 0.914 eV. The value obtained for the gap between HOMO and LUMO is 9.629 eV.

---

Entry 2
Molecular formula: C2H12N4
Method: DFT, the ωB97M-V functional and the def2-TZVPD basis

Structure (XYZ):
```
18
Properties=species:S:1:pos:R:3
N 1.913 2.159 -0.355
C 2.895 1.237 0.205
N 2.514 -0.085 0.592
H 1.114 1.883 -0.909
H 1.529 2.695 0.416
H 3.674 1.096 -0.538
H 3.426 1.731 1.021
H 2.551 -0.891 -0.019
H 1.649 -0.298 1.073
N -2.273 -1.112 1.101
C -2.737 -0.634 -0.201
N -2.245 -1.382 -1.363
H -2.536 -2.031 1.408
H -1.334 -0.799 1.283
H -3.798 -0.892 -0.160
H -2.454 0.399 -0.356
H -2.218 -2.385 -1.282
H -1.487 -0.994 -1.895
```

Its SMILES is NCN.NCN. The value obtained for the HOMO energy is -8.8 eV. For the LUMO energy, the calculation gives 0.727 eV. The value obtained for the gap between HOMO and LUMO is 9.477 eV.

---

Of them, the most stable is entry 1 and the least stable is entry 2.

---

Entry 1
Molecular formula: C21H22N2O2S
Method: DFT, the ωB97M-V functional and the def2-TZVPD basis

Structure (XYZ):
```
48
Properties=species:S:1:pos:R:3
C 2.351 3.293 2.184
H 3.045 4.122 2.063
O 2.955 2.195 1.541
C 2.279 1.023 1.482
C 1.026 0.794 2.046
C 0.413 -0.431 1.875
C 1.009 -1.438 1.119
C 2.292 -1.225 0.611
C 2.920 -0.016 0.798
H 3.907 0.166 0.405
H 2.804 -2.010 0.076
C 0.202 -2.638 0.822
O -0.570 -3.129 1.610
C 0.331 -3.243 -0.573
H 1.121 -3.996 -0.576
H -0.615 -3.719 -0.833
S 0.793 -2.055 -1.870
C -0.195 -0.689 -1.350
N -1.338 -0.971 -0.793
C -2.076 0.043 -0.300
N -1.695 1.290 -0.270
C -0.514 1.612 -0.836
C -0.064 2.946 -0.804
C 1.132 3.278 -1.379
C 1.925 2.307 -2.008
C 1.516 1.002 -2.057
C 0.297 0.633 -1.470
H 2.115 0.239 -2.532
H 2.867 2.598 -2.449
H 1.478 4.302 -1.352
H -0.692 3.681 -0.324
C -3.451 -0.315 0.204
C -4.019 0.820 1.053
H -4.054 1.741 0.478
H -3.395 0.989 1.926
H -5.024 0.568 1.383
C -3.407 -1.612 1.012
H -2.966 -2.412 0.425
H -4.414 -1.902 1.302
H -2.811 -1.490 1.913
C -4.322 -0.522 -1.045
H -3.912 -1.319 -1.660
H -4.362 0.391 -1.636
H -5.334 -0.792 -0.750
H -0.566 -0.608 2.293
H 0.515 1.562 2.604
H 1.393 3.548 1.720
H 2.202 3.099 3.251
```

Its SMILES is COc1ccc(C(=O)CSc2nc(C(C)(C)C)nc3ccccc23)cc1. The value obtained for the HOMO energy is -8.6 eV. For the LUMO energy, the calculation gives -0.094 eV. The value obtained for the gap between HOMO and LUMO is 8.465 eV.

---

Entry 2
Molecular formula: C21H22N2O2S
Method: DFT, the ωB97M-V functional and the def2-TZVPD basis

Structure (XYZ):
```
48
Properties=species:S:1:pos:R:3
O 0.812 -4.010 -0.311
S 2.393 9.305 -2.455
C 1.358 8.105 -2.506
N 0.661 7.168 -2.529
O -1.274 -6.121 5.323
C 0.569 -3.373 0.717
C 1.671 4.934 -2.697
C -0.713 5.207 -2.538
C -0.415 -6.233 3.072
C -0.836 -4.106 4.190
C 0.081 -5.521 1.946
C -0.350 -3.440 3.056
C 1.482 3.527 -2.714
C -0.922 3.810 -2.515
C 0.597 5.762 -2.573
C -0.873 -5.511 4.198
C 0.092 -4.117 1.915
C 0.193 2.986 -2.584
N -0.256 -0.949 0.905
C 0.927 -1.861 0.788
C 0.019 1.481 -2.561
C -1.346 -1.090 -0.087
C 0.058 0.448 1.241
C -0.930 -0.473 -1.362
C 0.437 1.215 0.008
C -0.575 1.014 -1.216
H -1.265 -7.080 5.173
H 2.678 5.359 -2.769
H -1.562 5.865 -2.492
H -0.418 -7.339 3.088
H -1.189 -3.543 5.067
H 0.454 -6.048 1.099
H -0.289 -2.354 3.117
H 2.297 2.850 -2.898
H -1.935 3.420 -2.401
H 1.640 -1.742 1.595
H 1.512 -1.589 -0.087
H 0.990 0.995 -2.759
H -0.644 1.205 -3.371
H -1.587 -2.129 -0.229
H -2.261 -0.609 0.243
H 0.875 0.494 1.999
H -0.809 0.939 1.707
H -1.745 -0.585 -2.052
H -0.066 -1.004 -1.721
H 0.512 2.261 0.305
H 1.446 0.898 -0.320
H -1.492 1.574 -1.004
```

Its SMILES is O=C(CN1CCC(Cc2ccc(N=C=S)cc2)CC1)c1ccc(O)cc1. The value obtained for the HOMO energy is -8.3 eV. For the LUMO energy, the calculation gives 0.370 eV. The value obtained for the gap between HOMO and LUMO is 8.626 eV.

---

Of them, the most stable is entry 1 and the least stable is entry 2.

---

Entry 1
Molecular formula: C2H7NO2S
Method: DFT, the ωB97M-V functional and the def2-TZVPD basis

Structure (XYZ):
```
13
Properties=species:S:1:pos:R:3
C -0.877 -0.815 -0.378
C -0.146 0.000 0.611
N -0.738 1.861 0.550
O 1.715 0.484 -1.347
O 2.105 -0.952 0.791
S 1.502 0.473 0.090
H -1.902 -0.839 -0.394
H -0.700 -1.800 -0.273
H -0.660 -0.658 -1.432
H -0.280 -0.087 1.626
H -1.740 1.902 0.522
H -0.590 1.969 -0.447
H 2.312 -1.536 0.081
```

The value obtained for the HOMO energy is -9.6 eV. For the LUMO energy, the calculation gives 0.656 eV. The value obtained for the gap between HOMO and LUMO is 10.294 eV.

---

Entry 2
Molecular formula: C2H7NO2S
Method: DFT, the ωB97M-V functional and the def2-TZVPD basis

Structure (XYZ):
```
13
Properties=species:S:1:pos:R:3
C 0.412 0.962 0.402
C -0.428 -0.273 0.570
N -0.132 -1.231 -0.387
O -2.877 -0.830 0.201
O -2.044 1.083 -1.137
S -2.108 0.347 0.347
H 1.438 0.865 0.790
H -0.118 1.717 0.874
H 0.568 1.102 -0.694
H -0.358 -0.584 1.577
H -1.163 -1.482 -0.610
H 0.279 -2.111 -0.014
H -1.790 0.492 -1.895
```

The value obtained for the HOMO energy is -9.7 eV. For the LUMO energy, the calculation gives 0.814 eV. The value obtained for the gap between HOMO and LUMO is 10.551 eV.

---

Of them, the most stable is entry 2 and the least stable is entry 1.

---

Entry 1
Molecular formula: CH3O2S2
Method: DFT, the ωB97M-V functional and the def2-TZVPD basis

Structure (XYZ):
```
8
Properties=species:S:1:pos:R:3
C 0.346 0.034 0.034
O -3.394 -1.136 1.263
O -3.346 -1.375 -1.230
S -4.131 1.320 -0.163
S -3.055 -0.528 -0.048
H 0.355 -0.649 -0.848
H -0.455 0.771 0.082
H 0.666 -0.463 0.981
```

The value obtained for the HOMO energy (spin up / spin down) is -4.1 / -4.0 eV. For the LUMO energy (spin up / spin down), the calculation gives 2.880 / 2.632 eV. The value obtained for the gap between HOMO and LUMO (spin up / spin down) is 6.990 / 6.666 eV. The total charge is -1.

---

Entry 2
Molecular formula: CH3O2S2
Method: DFT, the ωB97M-V functional and the def2-TZVPD basis

Structure (XYZ):
```
8
Properties=species:S:1:pos:R:3
C 0.004 -0.048 -0.203
O -2.866 1.207 -1.130
O -3.246 1.243 1.333
S -3.722 -1.296 -0.065
S -2.810 0.500 0.167
H 0.460 0.900 -0.589
H 0.619 -0.226 0.744
H -0.208 -0.817 -1.006
```

The value obtained for the HOMO energy (spin up / spin down) is -3.7 / -4.1 eV. For the LUMO energy (spin up / spin down), the calculation gives 3.369 / 3.223 eV. The value obtained for the gap between HOMO and LUMO (spin up / spin down) is 7.088 / 7.305 eV. The total charge is -1.

---

Entry 3
Molecular formula: CH3O2S2
Method: DFT, the ωB97M-V functional and the def2-TZVPD basis

Structure (XYZ):
```
8
Properties=species:S:1:pos:R:3
C 1.003 -0.562 -0.079
O 1.586 0.407 0.736
O -0.680 0.303 1.845
S -2.059 0.111 -0.874
S -0.100 0.672 0.553
H 0.946 -1.499 0.563
H 1.300 -0.643 -1.196
H -1.996 1.211 -1.549
```

The value obtained for the HOMO energy is -3.3 eV. For the LUMO energy, the calculation gives 3.958 eV. The value obtained for the gap between HOMO and LUMO is 7.230 eV. The total charge is -1.

---

Of them, the most stable is entry 3 and the least stable is entry 1.

---

Entry 1
Molecular formula: C10H11ClO2Si
Method: DFT, the ωB97M-V functional and the def2-TZVPD basis

Structure (XYZ):
```
25
Properties=species:S:1:pos:R:3
C 2.542 -3.157 0.247
C -2.792 1.727 0.774
C 1.371 -2.352 0.425
C -2.209 0.335 0.536
C 3.549 -2.253 -0.186
C -2.236 2.594 -0.052
C 1.718 -1.103 -0.063
C -0.856 0.858 -0.203
C -3.330 -0.558 -0.199
C 2.268 1.896 -0.693
O 3.023 -1.032 -0.332
O -1.181 2.085 -0.694
Si 0.963 0.581 0.035
Cl 3.522 2.552 0.564
H 2.659 -4.097 0.564
H -3.749 1.627 1.284
H 0.361 -2.651 0.630
H -1.946 -0.075 1.453
H 4.589 -2.285 -0.345
H -2.321 3.707 -0.161
H -3.410 -1.533 0.364
H -4.347 -0.234 -0.286
H -2.976 -0.852 -1.149
H 1.963 2.866 -1.030
H 2.824 1.353 -1.484
```

Its SMILES is C[C@@H]1C=CO/C1=[Si](\CCl)c1ccco1. The value obtained for the HOMO energy (spin up / spin down) is -7.2 / -7.2 eV. For the LUMO energy (spin up / spin down), the calculation gives -0.163 / -0.165 eV. The value obtained for the gap between HOMO and LUMO (spin up / spin down) is 7.008 / 7.009 eV.

---

Entry 2
Molecular formula: C10H11ClO2Si
Method: DFT, the ωB97M-V functional and the def2-TZVPD basis

Structure (XYZ):
```
25
Properties=species:S:1:pos:R:3
C 3.020 -2.979 0.105
C -2.198 1.598 0.498
C 2.120 -2.005 0.583
C -1.560 0.325 0.005
C 3.802 -2.340 -0.811
C -1.559 2.641 -0.016
C 2.412 -0.839 -0.079
C -0.195 0.930 -0.517
C -2.706 -0.375 -0.905
C 2.732 2.210 -0.730
O 3.447 -1.057 -0.927
O -0.440 2.310 -0.713
Si 1.600 0.840 -0.048
Cl 4.275 2.239 0.190
H 3.080 -4.007 0.399
H -3.110 1.628 1.059
H 1.353 -2.133 1.319
H -1.338 -0.393 0.797
H 4.611 -2.687 -1.424
H -1.773 3.694 0.046
H -3.539 -0.574 -0.242
H -3.011 0.302 -1.696
H -2.333 -1.299 -1.333
H 2.282 3.195 -0.646
H 2.993 2.030 -1.772
```

Its SMILES is C[C@@H]1C=CO/C1=[Si](\CCl)c1ccco1. The value obtained for the HOMO energy (spin up / spin down) is -7.4 / -7.4 eV. For the LUMO energy (spin up / spin down), the calculation gives -0.190 / -0.192 eV. The value obtained for the gap between HOMO and LUMO (spin up / spin down) is 7.166 / 7.166 eV.

---

Of them, the most stable is entry 2 and the least stable is entry 1.

---

Entry 1
Molecular formula: CN2O2S
Method: DFT, the ωB97M-V functional and the def2-TZVPD basis

Structure (XYZ):
```
6
Properties=species:S:1:pos:R:3
C 0.722 0.163 -0.002
N 0.121 -0.978 -0.006
N -1.153 -1.049 0.004
O 1.779 0.651 0.014
O -0.629 1.259 -0.012
S -1.868 0.376 0.007
```

Its SMILES is O=c1nnso1. The value obtained for the HOMO energy is -10.1 eV. For the LUMO energy, the calculation gives -1.288 eV. The value obtained for the gap between HOMO and LUMO is 8.846 eV.

---

Entry 2
Molecular formula: CN2O2S
Method: DFT, the ωB97M-V functional and the def2-TZVPD basis

Structure (XYZ):
```
6
Properties=species:S:1:pos:R:3
C 1.928 -0.339 0.132
N -1.615 1.013 -0.319
N -2.448 0.279 -0.130
O 2.518 -1.257 -0.214
O 1.338 0.576 0.479
S -3.574 -0.686 0.143
```

Its SMILES is N#[N+][S-].O=C=O. The value obtained for the HOMO energy is -10.1 eV. For the LUMO energy, the calculation gives 0.430 eV. The value obtained for the gap between HOMO and LUMO is 10.502 eV.

---

Of them, the most stable is entry 2 and the least stable is entry 1.